{"formula": "C12H28", "method": "ωB97M-V/def2-TZVPD", "elements": ["C", "C", "C", "C", "C", "C", "H", "H", "H", "H", "H", "H", "H", "H", "H", "H", "H", "H", "H", "H", "C", "C", "C", "C", "C", "C", "H", "H", "H", "H", "H", "H", "H", "H", "H", "H", "H", "H", "H", "H"], "positions_angstrom": [[0.28639, -0.44946, -1.70677], [1.76091, -0.64430, -1.12615], [2.34408, 0.31202, -0.02252], [3.97218, 0.34682, -0.12215], [4.65440, -1.06091, -0.17450], [6.24807, -1.04259, -0.23745], [-0.55507, -0.58876, -1.02806], [0.13333, -0.98697, -2.64259], [0.16621, 0.55381, -2.11557], [1.88629, -1.64931, -0.72324], [2.42625, -0.51050, -1.97911], [2.05206, -0.07258, 0.95467], [2.05186, 1.35973, -0.09330], [4.17068, 0.86406, -1.06086], [4.48317, 0.93053, 0.64353], [4.39338, -1.32175, 0.85113], [4.20025, -1.76252, -0.87422], [6.74063, -2.00177, -0.07794], [6.45025, -0.79034, -1.27841], [6.59572, -0.27652, 0.45565], [-5.05131, 0.13827, -1.83161], [-3.66873, 0.64205, -1.24700], [-3.58791, 0.44904, 0.28820], [-2.33377, 1.07856, 0.87203], [-2.33308, 0.99827, 2.49896], [-2.13669, -0.42389, 3.03323], [-5.01648, 0.67410, -2.78017], [-5.78697, 0.57606, -1.15689], [-5.22576, -0.92226, -2.01312], [-2.75203, 0.20191, -1.63949], [-3.53108, 1.68241, -1.54161], [-3.60376, -0.61904, 0.50509], [-4.47237, 0.85150, 0.78202], [-1.43124, 0.56014, 0.54833], [-2.30578, 2.12351, 0.56317], [-1.55646, 1.63698, 2.91968], [-3.28608, 1.37222, 2.87318], [-1.09689, -0.73865, 3.12174], [-2.47742, -0.39716, 4.06826], [-2.80728, -1.09270, 2.49370]], "forces_ev_per_angstrom": [[1.2, 0.8, 0.1], [-0.7, 0.9, -0.1], [1.6, -0.6, -0.2], [-0.9, -0.8, -1.6], [0.6, 0.7, 1.9], [-2.1, 0.3, -1.0], [0.3, -0.4, 0.1], [0.1, -0.8, 0.4], [0.2, 0.5, 0.5], [-0.1, -0.1, -0.3], [0.0, -0.3, -0.2], [0.0, 0.2, 0.2], [-0.4, -0.1, -0.2], [0.1, 0.2, -0.2], [-0.4, 0.0, 0.3], [0.0, -1.2, 0.1], [0.1, 0.2, 0.0], [-0.3, 0.0, 0.4], [0.6, 0.4, 0.1], [0.3, -0.1, -0.2], [1.9, 1.4, -0.1], [-0.4, -1.0, 1.0], [0.3, 0.1, -0.6], [-0.3, -0.1, 2.5], [0.3, -0.1, -1.8], [-0.6, 0.8, 0.6], [-1.0, -0.3, -0.3], [-0.4, -0.2, -0.3], [0.3, 0.1, 0.3], [-0.3, -0.6, -0.4], [-0.4, 0.3, 0.3], [0.0, -0.2, -0.1], [-0.1, 0.2, 0.0], [0.0, 0.1, -0.2], [0.3, 0.1, 0.0], [0.0, 0.2, -0.2], [-0.1, 0.1, -0.1], [-0.1, -0.2, -0.7], [-0.1, -0.2, 0.1], [0.5, -0.4, 0.0]], "lowdin_charge": [-0.10, -0.23, -0.18, -0.21, -0.26, -0.09, 0.03, 0.06, 0.06, 0.09, 0.09, 0.09, 0.09, 0.09, 0.10, 0.09, 0.09, 0.06, 0.06, 0.06, -0.09, -0.25, -0.25, -0.19, -0.23, -0.12, 0.06, 0.06, 0.06, 0.08, 0.10, 0.10, 0.11, 0.08, 0.10, 0.09, 0.09, 0.07, 0.06, 0.06], "e_homo_ev": -10.47, "smiles": "CCCCCC.CCCCCC", "de_lowest_kcal_mol": 32.3, "multiplicity": 1}

{"formula": "C12H28AlN4O8P", "method": "ωB97M-V/def2-TZVPD", "elements": ["Al", "P", "O", "O", "O", "O", "C", "O", "N", "C", "C", "H", "H", "H", "H", "H", "H", "H", "C", "O", "N", "C", "C", "H", "H", "H", "H", "H", "H", "H", "C", "O", "N", "C", "C", "H", "H", "H", "H", "H", "H", "H", "C", "O", "N", "C", "C", "H", "H", "H", "H", "H", "H", "H"], "positions_angstrom": [[0.11134, -1.38511, -0.30677], [1.69207, -1.79220, 2.71688], [2.29204, -0.94417, 1.55192], [1.90352, -0.68670, 3.84344], [2.95486, -2.57715, 3.01586], [0.27943, -2.35003, 2.34768], [2.80676, 0.26744, -2.47037], [2.55786, -0.67302, -1.70635], [2.94404, 1.48736, -1.95743], [2.73241, 2.70576, -2.65896], [3.12515, 1.67693, -0.47268], [2.86759, 0.25645, -3.56963], [1.91645, 3.23763, -2.16965], [2.25972, 2.54984, -3.62868], [3.68054, 3.23402, -2.75955], [3.83622, 0.93733, -0.10461], [3.59023, 2.65689, -0.36556], [2.16359, 1.48383, 0.00294], [0.00392, 1.59863, 2.30178], [-0.18866, 1.22876, 1.12203], [-0.55640, 2.68446, 2.95278], [-0.05285, 3.16634, 4.18731], [-1.55074, 3.55656, 2.37374], [0.73348, 1.13287, 2.98224], [0.76411, 2.53795, 4.54197], [-0.86221, 3.21762, 4.91561], [0.37567, 4.14987, 3.99460], [-2.47392, 3.14034, 2.77698], [-1.32955, 4.58466, 2.66041], [-1.56083, 3.42088, 1.29226], [-0.21188, -2.99237, -4.06248], [-0.08325, -3.00928, -2.81381], [0.82597, -3.05261, -4.88967], [0.51570, -2.94179, -6.24515], [2.24569, -3.23799, -4.63193], [-1.15526, -2.79056, -4.59305], [-0.51838, -3.16928, -6.50406], [1.16024, -3.53057, -6.89785], [0.68380, -1.87405, -6.38574], [2.61901, -4.15484, -5.08813], [2.95790, -2.46443, -4.91909], [2.38646, -3.38264, -3.56078], [-3.24098, -0.14997, 1.56657], [-2.49339, -0.82994, 0.85538], [-3.91666, -0.58959, 2.61405], [-4.09436, -2.00210, 2.78996], [-4.57231, 0.30411, 3.58780], [-3.39063, 0.93310, 1.43703], [-5.13890, -2.20854, 3.02326], [-3.53495, -2.42829, 3.62275], [-3.93806, -2.61656, 1.90333], [-5.64893, 0.23983, 3.74554], [-4.06042, 0.06445, 4.51980], [-4.41222, 1.37989, 3.51607]], "forces_ev_per_angstrom": [[0.9, 0.1, 2.0], [1.6, 3.2, -0.4], [-1.7, 0.3, -2.3], [-2.2, -0.7, 0.2], [-0.2, -2.8, 0.6], [1.6, 0.5, 0.4], [-1.2, -0.7, 2.0], [0.7, 0.0, -1.9], [0.8, 0.8, 1.4], [-0.5, -0.1, -0.8], [0.1, -1.0, -1.4], [-0.1, -0.4, -0.1], [0.5, 0.6, 0.4], [0.5, -0.4, -0.4], [-0.3, 0.6, 0.0], [-0.3, -0.2, 0.0], [-0.5, 0.1, 0.3], [0.2, 0.4, 0.4], [0.4, 0.1, -1.1], [-0.3, 1.3, 2.4], [0.3, -0.8, -1.8], [0.7, -0.2, 0.3], [0.1, -1.3, -0.3], [0.0, -0.6, -0.4], [-0.2, -0.2, 0.1], [0.1, 0.1, 0.3], [0.0, 0.3, 0.4], [-0.7, 0.9, -0.1], [-0.4, 0.0, -0.1], [0.0, 0.1, 0.0], [1.1, 0.5, 4.6], [-0.9, -0.3, -2.8], [0.9, -1.3, -0.3], [-0.1, 1.4, -2.0], [0.0, -0.9, 1.8], [-0.1, -0.3, 0.3], [0.0, -0.1, 0.2], [0.1, 0.0, 0.1], [-0.1, 0.2, -1.5], [-0.3, -0.1, -0.3], [-0.7, 0.6, -0.3], [-0.1, 0.2, 0.1], [2.1, 0.1, -1.5], [-1.6, 0.9, 0.6], [-1.7, 0.2, 0.5], [-0.8, -1.2, 0.7], [1.0, -0.3, 0.7], [0.3, 0.1, -0.2], [-0.3, 0.3, 0.2], [0.4, 0.2, -0.1], [0.6, 0.6, -0.1], [-0.1, -0.8, -0.4], [-0.4, 0.0, 0.4], [0.5, -0.1, -1.0]], "lowdin_charge": [0.99, -0.09, -0.40, -0.37, -0.32, -0.51, -0.34, -0.09, -0.20, -0.10, 0.01, 0.13, 0.09, 0.08, 0.09, 0.09, 0.08, 0.07, -0.24, -0.09, -0.22, -0.08, -0.06, 0.11, 0.10, 0.09, 0.08, 0.07, 0.08, 0.08, -0.30, -0.12, -0.21, -0.10, -0.03, 0.14, 0.09, 0.09, 0.10, 0.09, 0.09, 0.10, -0.34, -0.09, -0.17, -0.05, -0.05, 0.13, 0.08, 0.10, 0.10, 0.08, 0.09, 0.07], "e_homo_ev": [-3.51, -2.85], "charge": -1, "multiplicity": 2, "s_squared": 0.77}

{"formula": "C12H28BIInO8S", "method": "ωB97M-V/def2-TZVPD", "elements": ["C", "O", "B", "O", "In", "I", "C", "C", "C", "S", "H", "H", "H", "H", "H", "H", "H", "H", "H", "H", "H", "H", "C", "C", "O", "C", "O", "O", "C", "H", "H", "H", "H", "H", "H", "H", "H", "C", "C", "O", "C", "O", "O", "C", "H", "H", "H", "H", "H", "H", "H", "H"], "positions_angstrom": [[-4.23351, 0.81760, 1.08802], [-3.48857, 0.59127, 2.27166], [-3.83268, -0.69223, 2.81862], [-5.06055, -0.85801, 3.49962], [-2.32878, -2.41151, 2.48831], [0.18332, -1.41845, 3.27151], [-2.46410, -2.99983, 0.32179], [-1.71148, -2.09521, -0.68581], [-0.16139, -2.05508, -0.49332], [0.45306, -0.31229, -0.51052], [-3.92768, 0.15055, 0.27521], [-5.30814, 0.71537, 1.27109], [-4.04344, 1.84105, 0.75870], [-5.16175, -0.09368, 4.06356], [-2.69765, -3.79374, 3.55530], [-3.52871, -2.93823, 0.05415], [-2.15554, -4.03972, 0.15877], [-2.07584, -1.06799, -0.69013], [-1.89731, -2.49999, -1.69361], [0.29482, -2.48967, -1.38320], [0.14314, -2.57839, 0.41035], [-0.24535, 0.29390, 0.49463], [-1.99209, -1.04753, -7.61365], [-1.81829, 0.45620, -7.69389], [-1.95542, 1.07847, -6.41402], [-0.91726, 0.91599, -5.59007], [0.09749, 0.32888, -5.84455], [-1.20698, 1.52173, -4.44588], [-0.20976, 1.35209, -3.42568], [-2.94735, -1.29497, -7.14806], [-1.95879, -1.48904, -8.61064], [-1.20906, -1.50477, -7.01085], [-2.60476, 0.88220, -8.31561], [-0.86174, 0.72788, -8.14308], [0.76920, 1.67415, -3.77948], [-0.17618, 0.31838, -3.10289], [-0.50001, 1.97047, -2.58180], [4.35741, 0.67399, 2.39708], [3.44099, 1.53303, 3.24354], [3.61673, 1.27983, 4.64632], [4.71865, 1.78198, 5.18472], [5.55538, 2.43772, 4.62594], [4.73789, 1.43644, 6.47452], [5.91953, 1.84584, 7.15648], [4.21256, -0.38059, 2.63552], [4.15103, 0.82838, 1.33795], [5.40589, 0.90973, 2.58093], [2.40686, 1.28110, 3.01698], [3.57455, 2.59569, 3.03355], [6.08277, 2.91717, 7.05184], [6.78055, 1.29318, 6.78150], [5.77832, 1.61063, 8.20858]], "forces_ev_per_angstrom": [[-0.1, 0.6, 0.0], [-0.7, -0.9, 0.6], [0.3, 0.1, -0.1], [1.3, 0.0, -0.5], [-0.9, -0.5, -0.1], [0.1, 0.0, 0.1], [0.5, 0.6, -0.1], [0.3, -0.8, 0.0], [-1.1, 0.8, -0.1], [0.3, -0.1, 0.2], [0.0, -0.1, 0.1], [0.0, -0.1, -0.2], [0.0, 0.0, 0.0], [-0.6, 0.7, 0.2], [0.3, 0.1, -0.2], [0.1, -0.1, 0.2], [0.0, 0.1, 0.1], [-0.2, -0.1, 0.2], [0.0, 0.3, 0.0], [0.3, 0.0, 0.2], [0.1, 0.1, 0.0], [0.2, -0.7, -0.3], [0.0, -0.1, 0.2], [0.0, -0.3, -0.4], [-0.2, 0.1, -0.2], [-0.3, 0.2, 0.3], [0.4, -0.2, -0.2], [0.1, 0.1, 0.0], [0.1, 0.1, 0.1], [-0.1, 0.0, -0.1], [0.0, 0.0, 0.0], [0.1, 0.1, -0.1], [0.0, 0.1, 0.2], [0.1, 0.0, 0.2], [0.0, -0.1, -0.1], [0.0, 0.0, 0.0], [-0.2, 0.0, -0.1], [0.3, -0.1, 0.2], [-0.1, 0.0, -0.7], [0.0, 0.1, 0.1], [-0.6, -0.3, -0.1], [0.4, 0.3, -0.1], [0.1, 0.0, 0.2], [0.1, 0.0, 0.2], [-0.2, 0.0, -0.1], [-0.1, 0.0, 0.0], [0.0, 0.1, 0.0], [-0.1, -0.1, 0.3], [0.2, 0.0, 0.2], [0.0, 0.0, -0.1], [0.0, 0.1, -0.1], [-0.2, -0.1, -0.1]], "lowdin_charge": [-0.12, -0.12, -0.65, 0.05, 0.25, 0.07, -0.33, -0.38, -0.55, 0.63, 0.08, 0.08, 0.08, 0.07, -0.11, 0.02, 0.02, 0.06, 0.09, 0.05, 0.01, -0.15, -0.07, -0.22, 0.03, -0.62, 0.12, 0.01, -0.06, 0.08, 0.08, 0.07, 0.12, 0.12, 0.10, 0.04, 0.09, -0.06, -0.21, 0.04, -0.62, 0.12, 0.01, -0.05, 0.08, 0.08, 0.07, 0.10, 0.12, 0.09, 0.10, 0.09], "e_homo_ev": -4.51, "charge": -1, "multiplicity": 1}

no.,total energy (eV)
1,-12897.123
2,-51123.666
3,-54067.581